# 1
A structure of composition C28H33Cl2N6O4SSn. Source: the OMol25 dataset; level of theory: ωB97M-V/def2-TZVPD.

Output
E_LUMO = -2.15 eV
HOMO = -9.9 eV
Charge = +1
ΔE to the lowest compared entry with this formula, charge and spin = 23.4 kcal/mol
F_max = 2.91 eV/Å

Structure (XYZ):
```
75
Properties=species:S:1:pos:R:3:forces:R:3
H 2.22344 -2.29957 0.18561 0.42 0.02 0.34
C 2.95556 0.25196 3.42681 -0.06 0.03 -0.41
O -2.51488 0.59877 -0.99016 -0.25 0.09 -0.79
H -0.13340 -2.35571 -3.63921 -1.35 0.14 0.50
H 0.60061 -3.67872 -2.26385 -0.07 -0.15 -1.32
H -1.79676 4.24736 -2.54479 0.23 -0.27 -0.26
C -4.05260 -0.56655 1.35000 1.06 -1.62 0.29
H 4.62308 1.85963 -3.13044 -0.27 -0.16 -0.02
C 1.93732 2.35374 4.06490 0.11 -0.84 -0.70
C 2.94509 1.39161 4.20321 -0.08 0.58 0.96
C 3.59479 -0.89577 -1.42157 -0.20 -0.33 0.72
H -3.57337 -1.00420 0.44710 -0.67 0.06 0.56
C 3.94910 1.10379 -2.72729 -0.23 -0.33 0.60
H 3.69754 1.55463 4.98793 -0.23 -0.17 -0.52
N -1.21289 -1.95642 -1.81902 0.07 0.04 -1.06
N 2.25780 -0.80895 -1.61628 -0.18 -0.80 0.65
H 6.55236 0.58054 -2.17688 0.51 0.29 -0.23
H 0.73110 0.23582 -2.44480 -0.68 -0.12 -0.14
C -0.20434 3.03236 2.90667 0.47 0.51 0.49
H 3.50100 -2.98447 1.09235 0.12 -0.26 0.57
C -2.41302 2.19332 -2.81207 -0.59 0.06 -0.86
H -3.77159 -2.49728 4.31749 -0.08 -1.78 0.30
C -1.68094 3.22576 -2.11891 -1.01 0.71 -0.66
O -1.09085 3.11566 -1.08330 1.13 -0.09 1.65
H -0.93017 -0.56089 3.92229 0.35 0.35 -0.15
H 7.38704 -1.54068 -1.07316 0.82 0.27 0.11
H -1.91802 -1.28948 -1.55276 -0.11 0.37 0.54
H 5.77342 -2.97139 0.09598 0.63 -0.69 0.45
N 3.17077 -2.67622 0.20850 -0.60 0.31 -1.19
N 1.00143 1.01283 2.32162 -0.37 0.53 0.21
C 2.57926 1.15732 -2.87073 1.55 0.53 -0.48
H -4.76341 -0.00841 -4.91024 -0.05 -0.24 0.55
C -2.78336 2.56282 -4.12612 0.04 -0.60 0.32
C -1.85630 -0.57813 4.46752 -0.03 0.90 0.75
H 1.95974 3.25131 4.65760 -0.13 0.17 0.11
C -3.57108 1.73523 -4.89582 -0.18 -0.87 1.12
H -2.36763 3.49385 -4.46224 -0.08 0.25 -0.51
H -1.70142 -3.27210 -3.40714 0.29 0.32 0.02
C 1.79120 0.16897 -2.32317 -0.09 -0.24 0.29
C -2.88225 1.00496 -2.19303 1.13 0.34 1.36
H 1.97225 -0.72676 1.74986 -0.08 0.34 0.28
C 4.06568 -1.93118 -0.54581 2.03 0.25 -0.15
C 5.46812 -2.13675 -0.47768 -2.76 0.61 -0.16
H -1.80361 -1.41266 5.14318 -0.06 -0.49 0.29
N -2.96112 -0.79842 3.55976 -0.89 0.53 -1.27
S -0.34705 -1.89533 0.64787 -0.07 -0.20 1.62
C 0.95384 2.11545 3.10642 1.02 -1.10 -0.55
Cl -3.93135 1.96291 -6.56385 0.06 0.36 -0.10
H -0.43876 3.66722 1.00354 0.18 0.22 0.06
C -3.79733 0.27704 -2.95322 -0.70 -0.06 -1.66
C -4.12302 0.58758 -4.26675 0.81 1.16 -0.57
C -0.37638 -2.44117 -0.91826 0.60 -1.49 -2.21
C -2.94495 -0.28528 2.29331 1.47 -0.82 2.37
H -4.17708 -0.99799 5.15129 -0.43 -0.32 0.39
H -5.00926 -1.36542 3.64708 -0.10 -0.34 0.02
H -1.97734 0.33621 5.13965 0.09 -0.88 -1.12
H 0.14807 4.02047 3.18683 -0.17 0.38 -0.16
C 5.89947 -0.13673 -1.73389 -0.49 -0.35 -0.26
H 1.24129 -3.58652 -0.74248 0.86 -0.42 0.57
C -4.09509 -1.51226 4.20115 0.78 2.54 -0.54
C -1.20090 -2.30113 -3.24143 0.95 -0.64 -0.41
H -1.74240 -1.54994 -3.82437 0.15 -0.03 0.33
C 6.36325 -1.25610 -1.09061 -0.87 0.15 -0.22
N 0.45208 -3.45948 -1.32015 -1.42 1.28 1.43
H 3.73781 -0.48337 3.54281 -0.02 -0.07 -0.06
H -4.89458 -1.11749 1.78379 0.57 -0.13 -0.42
Cl -4.55341 -1.11298 -2.32049 -0.24 -0.82 0.67
H -4.39095 0.36638 1.07965 -0.95 2.19 -1.03
O -0.77849 3.00518 1.61330 -0.38 -0.68 0.63
H -0.89297 2.73854 3.70309 -0.72 0.09 -0.56
C 1.97124 0.11803 2.44803 0.51 -0.04 0.44
Sn -0.53544 0.79488 0.29801 -0.46 0.37 -0.53
H 2.07905 1.91927 -3.41309 -0.10 0.74 -0.48
O -1.89621 0.37377 2.01033 -0.96 0.07 -0.44
C 4.50218 0.03674 -1.94945 0.44 0.30 -0.37
```
Forces are in eV/Å.

# 2
A structure of composition C28H33MnN5O6SSeSi. Source: the OMol25 dataset; level of theory: ωB97M-V/def2-TZVPD.

Output
⟨S²⟩ = 3.783
E_LUMO (spin up / spin down) = 0.37 / 0.34 eV
HOMO (spin up / spin down) = -6.8 / -6.8 eV
2S+1 = 4
ΔE to the lowest compared entry with this formula, charge and spin = 1.8 kcal/mol
F_max = 0.92 eV/Å

Structure (XYZ):
```
76
Properties=species:S:1:pos:R:3:forces:R:3
H 0.54148 -2.51906 3.91565 0.00 0.00 0.00
H -5.39729 0.20056 -0.63717 0.00 0.05 -0.11
O -1.87623 -0.91398 -0.00590 0.00 -0.40 -0.08
C -3.91094 1.51069 -0.56830 -0.55 0.01 -0.30
H 0.99845 1.32673 2.82821 0.01 -0.01 0.02
H 2.03220 7.40983 1.16796 0.00 0.00 0.00
C 1.98409 6.33192 1.25757 0.00 0.01 0.00
C -1.41849 -5.86968 -0.69173 0.00 -0.03 0.01
C -1.71114 -5.97624 0.63078 -0.02 -0.02 -0.02
O 0.98312 1.09053 0.24311 0.38 0.20 -0.35
C -2.02910 1.86840 -3.40637 -0.13 0.06 -0.33
C 5.45480 0.15248 2.66379 0.01 -0.01 0.00
H 6.00058 -0.03169 3.58011 0.00 0.00 0.00
C 2.77825 4.15426 0.63043 0.02 0.00 0.02
H 0.29758 3.91913 2.91931 0.00 0.00 0.00
C 6.01855 -0.17845 1.43951 0.01 -0.01 0.02
H 3.75133 0.94429 3.67907 -0.01 -0.01 0.01
H 3.46831 3.54263 0.05807 0.00 0.00 0.00
C 4.18501 0.70550 2.71413 0.00 0.05 0.02
H -0.57730 3.07382 -2.33645 0.02 -0.03 -0.03
H -2.03981 2.19400 -4.44853 -0.03 0.07 0.00
H -5.07908 0.94072 -2.08004 0.03 -0.04 0.10
O -3.40306 -3.02336 -0.83717 0.04 0.08 0.00
O -0.73811 2.48593 0.08650 0.02 0.22 0.28
C 5.31136 0.04711 0.26834 -0.03 0.01 -0.01
H 0.13160 2.04233 -3.55401 -0.01 -0.08 -0.01
H -3.01101 3.70188 -2.78405 0.04 -0.02 0.01
C 0.04808 -3.20994 3.24376 0.01 -0.02 0.05
H 1.48795 0.31275 -2.24237 0.07 -0.13 0.03
C -3.13844 2.62280 -2.67151 0.02 -0.12 0.14
O -3.57883 -0.61696 -2.08880 0.51 -0.66 -0.01
N 0.56248 -0.07696 -2.09873 0.12 0.05 0.48
H -2.33095 -6.78574 0.99796 0.01 0.00 0.01
H -4.10758 2.38318 -3.10357 -0.05 -0.03 0.06
H -1.25496 -4.40909 -3.17605 0.00 0.01 0.00
C -0.04006 1.60728 -0.38478 -0.12 -0.40 0.02
H 3.54940 5.98918 -0.17005 0.00 0.00 0.00
C -1.38618 -5.12749 2.94402 -0.01 -0.01 -0.04
C -0.37574 0.99028 -1.73280 0.12 0.15 0.19
H 0.41628 6.36883 2.72172 0.00 0.00 0.00
H -0.93099 -4.27944 4.83765 0.01 0.01 0.00
C -0.65886 -4.77411 -1.15846 0.04 0.05 -0.01
C 1.86377 3.54810 1.49515 0.01 0.01 -0.02
S 1.33206 -1.86605 1.20592 -0.04 0.20 -0.04
C -0.35397 -4.66540 -2.62029 0.00 0.00 0.00
H -4.01066 0.37771 1.06851 -0.02 -0.04 0.06
H -2.61475 1.28297 0.93803 -0.18 0.04 -0.06
H 0.02459 -5.62145 -2.98688 -0.01 -0.01 0.01
H -1.32558 0.48673 -1.55474 0.12 0.16 0.10
O -1.29554 -1.98205 -2.25098 -0.15 -0.01 0.11
C -0.39712 -4.00020 1.02325 0.12 -0.04 -0.03
N -5.07642 1.05099 -1.07782 -0.15 0.73 0.52
N -3.12776 2.33641 -1.23599 -0.09 0.14 -0.16
H -1.78519 -6.59190 -1.40847 0.00 0.00 0.00
C 4.04055 0.60077 0.32475 0.04 0.01 0.00
C 2.83527 5.53471 0.50493 0.00 0.00 0.00
H 0.24515 -0.51840 -2.95719 -0.07 0.04 0.00
C 0.26151 -3.08022 1.89214 0.04 -0.04 -0.04
C -0.78304 -4.21984 3.76661 0.01 0.02 0.01
H 3.48986 0.75379 -0.59628 -0.02 -0.01 -0.01
Si 1.77228 1.69476 1.63250 -0.11 0.05 0.09
H -2.01199 -5.91732 3.34013 0.00 -0.01 -0.01
H 5.74431 -0.21970 -0.68746 0.00 0.00 0.01
H 0.39037 -3.89485 -2.80518 -0.01 -0.01 -0.01
H -2.28674 2.63607 -0.73575 -0.06 -0.07 -0.02
C -0.64560 2.07968 -2.78798 0.04 -0.02 -0.06
C 1.01854 4.36664 2.24453 -0.02 0.02 -0.02
H 7.00472 -0.62307 1.39970 0.00 0.01 0.00
H -2.26938 0.80106 -3.39188 -0.03 0.10 -0.11
C 3.46033 0.94278 1.54642 -0.06 -0.17 -0.05
C -1.18359 -5.04029 1.54746 0.02 0.00 0.06
Se -2.63798 -1.68284 -1.28725 -0.28 -0.01 -0.47
N -0.20466 -3.85556 -0.33187 -0.16 0.12 0.30
N -3.60200 1.22474 0.70782 0.11 0.04 0.08
C 1.07821 5.74788 2.13184 0.00 -0.01 -0.01
Mn 0.04368 -1.81146 -0.70452 0.43 -0.25 -0.40
```
Forces are in eV/Å.

# 3
A structure of composition C28H34AsMgO10PS. Source: the OMol25 dataset; level of theory: ωB97M-V/def2-TZVPD.

Output
E_LUMO = 4.29 eV
HOMO = -1.8 eV
Charge = -2
ΔE to the lowest compared entry with this formula, charge and spin = 1.3 kcal/mol
F_max = 0.42 eV/Å

Structure (XYZ):
```
76
Properties=species:S:1:pos:R:3:forces:R:3
C -1.58965 -3.66772 -1.76584 0.00 0.03 -0.02
H -3.84859 -3.46948 5.39530 0.00 0.01 0.00
C -1.59118 4.26353 2.98265 -0.02 0.00 -0.03
C -0.74583 -0.49962 -4.91312 0.01 0.00 0.00
H -2.09091 0.84666 -5.92266 0.00 0.00 0.00
H 0.52079 4.27809 0.19204 0.05 -0.04 0.01
P -2.40131 -1.46005 2.21504 0.04 0.11 -0.03
C -2.00636 -2.67685 4.59369 -0.05 0.08 0.05
O -3.19633 -2.55141 1.38475 -0.01 0.07 0.01
O 1.61589 -0.15509 1.40355 0.20 -0.12 -0.10
C -2.10789 -6.03976 -2.02889 0.01 0.00 0.01
H -1.95107 -7.06438 -1.70830 0.00 0.00 0.00
H -2.67562 -2.38868 -3.11490 -0.02 -0.01 0.02
H -3.23481 -2.04014 6.24631 -0.01 0.00 -0.01
H -0.55676 -3.03216 -0.01769 0.03 0.04 -0.04
C -5.46597 -2.33879 2.26105 -0.02 0.01 0.00
C -1.03415 -0.73482 -2.50969 0.02 0.06 0.06
H -6.51671 -2.48629 1.99910 0.01 0.01 -0.01
H 0.44014 -1.77861 -3.65986 0.00 0.00 -0.01
H -3.24136 1.50077 -3.81686 0.00 0.00 -0.01
C -0.80628 3.52241 5.11778 -0.01 0.01 0.00
H -2.07035 5.02644 2.37393 0.01 -0.01 -0.01
C -0.35449 2.35632 4.52628 0.00 -0.07 -0.07
C -1.42629 -5.01150 -1.39723 -0.01 0.03 0.01
H -5.33287 -1.31416 2.60887 0.01 0.00 0.00
O -0.95263 -1.62161 1.96188 0.17 0.01 0.09
C -1.12934 3.10994 2.35235 0.00 0.12 0.02
C -4.59917 -2.61401 1.03825 0.01 -0.06 0.01
H -0.10826 -1.71137 4.24483 0.01 0.02 -0.02
H -3.53642 -6.55735 -3.55697 0.00 0.00 0.00
C -0.37014 -1.05926 -3.70149 0.01 0.02 0.01
H -0.99531 -3.77561 3.02326 -0.02 0.01 0.01
H -0.67039 3.67381 6.18332 0.00 0.00 0.00
O -2.54273 0.11208 0.72608 0.04 0.14 0.08
H -2.45587 -3.61776 6.48669 0.00 0.00 0.00
H -4.08601 -4.25161 -0.26054 -0.01 -0.01 0.00
H -3.87927 -4.19259 -4.23182 0.00 0.00 0.00
C -0.65846 -1.32774 -1.22523 -0.02 0.01 0.12
O -3.05965 -0.04182 2.12847 0.02 -0.13 -0.06
C -2.49702 -3.40832 -2.80481 -0.01 -0.01 -0.02
C -3.18136 -4.43558 -3.43778 0.00 0.02 0.02
H -4.57827 -4.75092 1.36999 0.01 0.00 -0.01
H -5.95156 -1.73022 -0.37639 0.01 0.00 0.01
H -1.14754 -4.64524 4.56195 -0.01 0.00 0.01
O -0.26126 1.88018 -0.09481 -0.03 -0.08 -0.12
O -2.76303 -1.77733 3.75268 -0.02 -0.18 -0.07
H -0.21740 -0.78020 -5.81887 0.00 0.00 -0.01
C -4.89960 -1.63807 -0.08956 0.05 0.00 -0.01
O -0.09737 0.96439 2.62276 0.07 0.14 0.12
H -5.20826 -3.01964 3.07443 0.01 0.01 0.00
H -2.54816 0.53568 -1.66582 0.01 -0.01 0.04
C -2.05557 0.22721 -2.58058 -0.01 -0.02 -0.08
C -1.79539 0.40883 -4.97580 0.00 0.01 -0.02
H -0.74968 -5.23634 -0.57937 0.00 0.00 0.00
C -2.94660 -2.97093 5.75591 0.01 0.00 0.03
H 0.13100 1.58477 5.11327 0.00 0.01 0.00
H -1.04550 -1.02113 5.57650 0.01 0.00 -0.01
As -1.39860 3.05484 0.35327 0.05 -0.17 0.12
C -2.99447 -5.76004 -3.06117 0.00 -0.02 0.00
H -5.80067 -4.20377 0.20146 0.00 0.01 0.01
C -0.51500 2.14418 3.15293 -0.06 0.02 0.04
H -4.27471 -1.86925 -0.95330 0.03 0.00 0.00
C -4.77935 -4.04881 0.55734 -0.01 0.01 0.00
H -0.21251 -2.57626 5.79813 -0.01 -0.01 -0.02
C -0.75785 -1.95230 5.08421 -0.02 -0.01 -0.02
C -1.43857 4.48750 4.34365 0.00 -0.01 0.01
Mg -0.32440 0.02866 0.59373 -0.33 -0.09 -0.23
H -2.55883 -4.46237 3.50040 0.00 0.01 -0.01
C -2.43967 0.77014 -3.79593 0.00 -0.01 0.05
O 2.38246 1.73259 2.79075 -0.02 -0.01 -0.04
H -4.67948 -0.61519 0.20784 0.00 0.02 0.02
O -0.39229 4.55951 0.04999 -0.03 0.08 0.00
S 1.65638 0.47235 2.74498 -0.16 0.01 0.07
H -1.80269 5.40464 4.79396 0.00 0.00 0.00
C -1.65537 -3.97133 3.86759 0.03 0.00 -0.02
C -0.87373 -2.63393 -0.98234 -0.01 -0.05 0.03
```
Forces are in eV/Å.